No. 1
{
  "formula": "Br4Cd",
  "method": "ωB97M-V/def2-TZVPD",
  "species": ["Cd", "Br", "Br", "Br", "Br"],
  "positions_angstrom": [[0.006, 0.086, -0.013], [-0.528, 2.434, 1.284], [2.002, 0.067, -1.979], [0.344, -1.531, 2.067], [-1.825, -1.056, -1.360]],
  "e_lumo_ev": 5.904,
  "e_homo_ev": -2.25,
  "charge": -2
}

No. 2
{
  "formula": "C18H46N3O14PSi2",
  "method": "ωB97M-V/def2-TZVPD",
  "species": ["P", "Si", "Si", "O", "O", "O", "O", "O", "O", "O", "O", "O", "O", "O", "O", "O", "O", "N", "N", "N", "C", "C", "C", "C", "C", "C", "C", "C", "C", "C", "C", "C", "C", "C", "C", "C", "C", "C", "H", "H", "H", "H", "H", "H", "H", "H", "H", "H", "H", "H", "H", "H", "H", "H", "H", "H", "H", "H", "H", "H", "H", "H", "H", "H", "H", "H", "H", "H", "H", "H", "H", "H", "H", "H", "H", "H", "H", "H", "H", "H", "H", "H", "H", "H"],
  "positions_angstrom": [[-0.561, 2.776, 1.747], [1.406, 0.434, -1.915], [1.096, 1.804, 0.599], [1.755, -4.005, 5.418], [0.350, 1.209, -0.814], [-7.347, -3.934, -1.702], [7.109, 3.747, -1.808], [-3.128, 7.358, -0.139], [8.587, 3.373, -0.144], [-5.099, 8.397, 0.230], [3.215, -4.342, 7.104], [6.803, 2.165, -0.229], [1.420, -5.533, 7.044], [-7.274, -5.873, -2.643], [2.109, -1.538, -0.034], [-4.897, 6.332, 0.814], [-5.446, -4.554, -2.747], [-1.368, 3.750, 0.750], [0.522, 0.297, -3.457], [2.884, 1.341, -2.272], [-0.791, -0.347, -3.265], [-4.258, 7.359, 0.262], [-4.113, 5.135, 0.917], [-2.431, -2.150, -3.858], [1.252, -2.523, 0.525], [9.397, 4.417, -0.680], [1.888, -1.335, -1.432], [-6.561, -6.857, -3.389], [0.188, -5.880, 6.413], [5.569, 1.823, -0.863], [4.041, -3.324, 6.541], [-0.910, -1.747, -3.940], [-4.539, 9.575, -0.343], [-6.574, -4.765, -2.399], [2.095, -4.569, 6.420], [-6.717, -2.698, -1.371], [2.062, -3.225, 1.679], [7.463, 3.154, -0.827], [0.985, -3.314, -0.196], [-6.444, -2.151, -2.272], [-1.472, 1.711, 2.063], [2.850, 2.308, -1.963], [1.477, -3.238, 2.607], [-3.681, 9.915, 0.236], [3.517, -2.369, 6.521], [4.887, 2.672, -0.854], [-0.486, -5.025, 6.388], [-5.308, 10.344, -0.315], [9.718, 4.175, -1.693], [5.122, 1.013, -0.293], [0.441, 1.202, -3.901], [0.365, -6.257, 5.406], [-0.913, 3.787, -0.156], [-6.282, -6.470, -4.369], [2.841, -1.554, -1.960], [4.916, -3.230, 7.180], [4.367, -3.602, 5.539], [0.330, -2.063, 0.931], [1.625, 0.703, 1.435], [-7.228, -7.705, -3.524], [-4.254, 9.402, -1.381], [-7.438, -2.110, -0.808], [10.276, 4.501, -0.045], [-2.654, -3.017, -4.488], [2.948, 1.404, -3.286], [-3.241, 5.294, 1.545], [-4.742, 4.377, 1.379], [-1.061, -0.499, -2.199], [8.862, 5.366, -0.666], [3.000, -2.664, 1.809], [-0.364, -2.535, -3.398], [-3.050, -1.273, -4.115], [-0.548, -1.745, -4.979], [-2.625, -2.338, -2.787], [-5.677, -7.188, -2.844], [2.140, 2.775, 0.235], [-0.267, -6.669, 7.008], [-1.585, 0.294, -3.685], [2.307, -4.245, 1.342], [-3.811, 4.784, -0.067], [5.738, 1.479, -1.881], [-5.840, -2.868, -0.747], [1.147, -2.030, -1.872], [-0.088, 3.406, 2.932]],
  "e_lumo_ev": 0.436,
  "e_homo_ev": -8.57
}

No. 3
{
  "formula": "C23H29AgO3S",
  "method": "ωB97M-V/def2-TZVPD",
  "species": ["Ag", "S", "O", "O", "O", "C", "C", "C", "C", "C", "C", "C", "C", "C", "C", "C", "C", "C", "C", "C", "C", "C", "C", "C", "C", "C", "C", "C", "H", "H", "H", "H", "H", "H", "H", "H", "H", "H", "H", "H", "H", "H", "H", "H", "H", "H", "H", "H", "H", "H", "H", "H", "H", "H", "H", "H", "H"],
  "positions_angstrom": [[1.994, 1.801, 0.837], [0.183, -1.244, 0.907], [1.101, -0.302, 0.210], [1.215, 2.514, -1.506], [-0.413, 3.055, 0.800], [2.169, 3.075, -2.384], [3.220, 4.357, 1.064], [-0.516, -0.873, -2.303], [2.264, 4.493, 2.082], [-1.442, -1.246, 0.049], [-2.100, -5.437, 0.943], [3.934, 3.158, 1.275], [-0.228, -4.047, 2.439], [-2.739, -2.146, -3.376], [-2.110, -5.537, 2.326], [-0.230, -3.917, 1.050], [-0.925, 2.679, -0.456], [2.370, 3.393, 2.946], [-1.488, -1.390, -1.449], [0.693, -2.941, 0.389], [-2.594, -2.033, -2.004], [-0.008, 3.226, -1.521], [3.407, 2.543, 2.465], [-1.777, -1.613, -4.222], [-1.166, -4.631, 0.308], [-1.164, -4.849, 3.072], [-1.176, 2.601, 1.895], [-0.666, -0.986, -3.679], [2.386, 4.114, -2.118], [1.845, 3.266, 3.883], [-2.826, -5.982, 0.352], [3.079, 2.488, -2.287], [-3.354, -2.440, -1.345], [-2.250, 2.733, 1.715], [4.870, 2.890, 0.805], [-0.978, 1.546, 2.119], [0.362, -0.380, -1.908], [-3.602, -2.658, -3.784], [-1.164, -4.548, -0.773], [0.177, 4.287, -1.314], [-1.886, -1.691, -5.296], [-0.492, 3.118, -2.501], [-0.878, 3.200, 2.754], [1.810, 3.035, -3.419], [3.925, 1.801, 3.055], [-1.903, -0.309, 0.370], [1.723, -3.025, 0.736], [0.669, -2.983, -0.699], [0.510, -3.510, 3.023], [-1.993, -2.058, 0.527], [0.093, -0.579, -4.336], [-2.854, -6.147, 2.821], [1.569, 5.314, 2.189], [-1.936, 3.083, -0.599], [-1.158, -4.930, 4.152], [-0.967, 1.591, -0.557], [3.414, 5.073, 0.277]],
  "e_lumo_ev": 0.459,
  "e_above_lowest_kcal_mol": 0.0,
  "e_homo_ev": -6.32
}